# 1
13
Properties=species:S:1:pos:R:3 method="wB97M-V/def2-TZVPD" total_energy_ev=-7796.18423 de_lowest_kcal_mol=79.79 spin_multiplicity=1 smiles="C=CC#N.[H][H].C=O" homo_energy_ev=-10.3
O 2.019 -0.008 0.371
C 1.777 1.075 -0.108
C -0.693 -1.491 -0.407
C -1.684 -0.646 -0.687
C -1.412 0.746 -0.925
N -1.161 1.866 -1.091
H 0.898 0.020 2.286
H 2.206 1.374 -1.080
H 1.111 1.807 0.383
H -0.891 -2.533 -0.178
H 0.341 -1.166 -0.383
H 0.212 -0.090 2.553
H -2.724 -0.957 -0.735



# 2
35
Properties=species:S:1:pos:R:3 method="wB97M-V/def2-TZVPD" total_energy_ev=-59158.69547 de_lowest_kcal_mol=69.76 spin_multiplicity=3 homo_energy_ev="-9.5 / -9.4"
Ni 11.331 17.455 -0.765
B 11.297 15.285 -0.367
H 12.318 15.577 -0.176
H 11.313 14.207 -0.336
H 10.696 15.616 0.465
H 10.834 15.645 -1.273
B 11.995 17.011 -3.118
H 10.964 17.268 -2.933
H 12.580 17.129 -2.219
H 12.114 16.013 -3.511
H 12.493 17.659 -3.823
O 13.672 14.544 -2.391
H 13.185 14.432 -1.574
H 13.087 15.055 -2.951
O 13.580 17.734 -0.219
H 14.026 16.888 -0.163
H 14.282 18.365 -0.379
O 8.442 15.216 -3.447
H 8.375 15.223 -2.492
H 8.411 16.140 -3.696
O 11.140 18.393 1.109
H 11.262 18.270 2.051
H 10.721 19.250 1.032
O 9.273 17.476 -0.931
H 8.565 17.511 -1.575
H 8.871 17.088 -0.154
O 12.914 12.832 0.951
H 12.347 13.286 0.328
H 12.539 11.955 1.022
O 10.686 13.670 -2.636
H 10.962 14.223 -1.905
H 9.818 13.997 -2.870
O 8.690 13.726 0.587
H 9.543 14.147 0.476
H 8.812 12.842 0.242